Entry from OMol25: a molecular structure, C23H33Br21Cl2F5N3O7PS in a non-equilibrium geometry (ωB97M-V/def2-TZVPD).

```
96
Properties=species:S:1:pos:R:3:lowdin_charge:R:1
C -1.16636 -3.75333 -1.10596 -0.111
C -2.48675 -3.15559 -0.60561 -0.142
C -2.85065 -1.89479 -1.33240 -0.490
O -3.55897 -1.93348 -2.28476 0.111
O -2.37833 -0.68831 -0.94441 0.017
C -1.48086 -0.63472 0.16683 -0.161
C -1.13797 0.84333 0.33506 -0.085
C 0.20807 1.09108 1.00123 -0.467
O 0.32259 0.18805 2.05922 0.017
C 1.39697 1.05868 0.02257 -0.561
Cl 2.92127 0.48070 0.72012 0.777
N 1.48489 2.42473 -0.49641 0.015
C 0.79515 2.46539 -1.85499 -0.112
C 1.09337 3.58162 -2.85846 -0.203
C 2.51692 3.71647 -3.43768 -0.242
S 3.56306 2.28172 -3.42083 0.571
O 3.85565 1.85915 -2.09152 -0.273
O 4.67041 2.60824 -4.26215 -0.252
O 2.68893 1.16612 -4.14469 -0.143
C 0.94443 3.19797 0.52073 -0.266
N 1.08863 4.53466 0.56646 0.000
P 2.35869 5.35836 -0.49409 0.668
O 3.50121 4.28780 -0.15289 -0.296
Cl 2.98010 6.93495 0.65791 0.397
C 0.32039 5.39761 1.45569 -0.552
F 1.05953 5.82305 2.48408 0.106
F -0.71827 4.74546 1.98756 0.163
C -0.31933 6.58615 0.68839 -0.344
F -1.04969 7.27397 1.55712 0.144
F -1.15064 6.02310 -0.22160 0.092
N 0.28204 2.50448 1.47452 0.110
C 0.88668 2.61336 2.85407 -0.113
C -0.16221 2.50593 3.97171 -0.128
C 0.43863 1.72885 5.13456 -0.242
F -0.58343 1.25000 5.95135 -0.073
H -1.07529 -3.64518 -2.18663 0.002
H -0.28023 -3.36882 -0.60023 0.067
H -1.18657 -4.82457 -0.90638 0.059
H -2.47506 -3.06535 0.48073 0.115
H -3.28242 -3.85607 -0.85039 0.107
H -0.58943 -1.23016 -0.04527 0.122
H -1.99417 -0.97828 1.06196 0.096
H -1.28095 1.31366 -0.63507 0.117
H -1.89857 1.27089 0.99456 0.026
H 0.83036 -0.58244 1.77513 0.104
H 1.18469 0.29429 -0.71896 0.119
H -0.27185 2.54963 -1.66040 0.119
H 0.97189 1.52986 -2.37416 0.118
H 0.71404 4.54662 -2.52586 0.083
H 0.45087 3.33357 -3.70843 0.127
H 2.42962 3.94747 -4.50158 0.113
H 3.08880 4.54492 -3.02591 0.074
H 2.08556 1.58538 -4.77840 0.102
H 4.37657 4.66895 -0.33403 0.087
H 0.38548 7.23041 0.16737 0.118
H 1.37645 3.57888 2.95361 0.105
H 1.67540 1.87556 2.97325 0.107
H -0.37482 3.51360 4.32331 0.119
H -1.05493 1.99291 3.62269 0.078
H 0.99973 0.85855 4.78156 0.117
H 1.12529 2.35003 5.71340 0.001
C -2.03271 -6.62185 -4.27680 -1.612
Br -0.67642 -5.24571 -4.25068 0.640
Br -1.26059 -8.34954 -4.57555 0.591
Br -3.12880 -6.59040 -2.69905 0.613
H -2.68039 -6.40274 -5.11333 -0.039
C 0.19132 -12.67126 -4.77213 -1.652
Br 1.23114 -11.17217 -5.38178 0.550
Br 0.04287 -12.69044 -2.85631 0.572
Br -1.53340 -12.71542 -5.61737 0.572
H 0.71827 -13.56740 -5.06411 -0.030
C 4.43870 2.48599 6.90738 -1.602
Br 4.67437 3.38849 8.57797 0.600
Br 3.81833 0.68316 7.14874 0.581
Br 3.25182 3.46735 5.74101 0.643
H 5.40008 2.43696 6.41823 -0.026
C 1.19225 -0.17828 10.48593 -1.642
Br 1.54835 1.69959 10.28735 0.550
Br 0.04659 -0.82165 9.08243 0.572
Br 2.82088 -1.19431 10.59262 0.566
H 0.66698 -0.31144 11.41989 -0.029
C 1.39811 -3.59371 -7.05308 -1.673
Br 1.92844 -1.75385 -6.82988 0.554
Br -0.04735 -3.76941 -8.30241 0.578
Br 2.88967 -4.70438 -7.52576 0.591
H 1.03429 -3.93782 -6.09708 -0.110
C -4.75852 0.46928 2.86778 -1.601
Br -4.34528 1.72083 1.46038 0.651
Br -5.82684 -0.98119 2.21375 0.610
Br -3.15534 -0.15390 3.73375 0.643
H -5.33707 1.00056 3.60924 -0.024
C -5.69681 -2.27146 -4.74944 -1.658
Br -6.73899 -1.49508 -6.16466 0.584
Br -6.80569 -3.10885 -3.42525 0.582
Br -4.36622 -3.48421 -5.43387 0.564
H -5.16663 -1.47085 -4.25447 -0.048
```

HOMO in eV: -11.4
Relative energy (zero: lowest compared OMol25 entry of this formula, charge and spin) in eV: 0.000
Net charge: +1
HOMO-LUMO gap in eV: 7.8
Max |F| in eV/Å: 2.23